# C26H50InP2Si

A structure of composition C26H50InP2Si (ωB97M-V with the def2-TZVPD basis set, OMol25).

```
80
Properties=species:S:1:pos:R:3:forces:R:3
In -0.2876 0.9046 -0.6812 0.00 -0.10 2.38
C -0.8688 -1.9815 0.9911 -0.76 2.03 1.93
C 0.4382 -2.3237 0.5465 0.87 0.41 0.46
C 0.6442 -0.7338 2.1981 1.89 -1.11 -1.14
C -0.7417 -1.0016 2.0163 -1.42 -1.96 -1.91
C 1.3699 -1.5544 1.2927 -0.66 0.99 0.80
C -2.1341 -2.5943 0.5329 -0.50 -0.36 -0.04
H -2.0792 -2.8968 -0.5216 -0.12 0.05 0.20
H -2.9780 -1.9009 0.6540 0.17 -0.24 -0.11
H -2.3602 -3.4978 1.1249 -0.07 0.19 -0.27
C -1.8392 -0.3922 2.8039 -0.25 0.05 0.21
H -2.8068 -0.8128 2.5087 0.15 0.18 0.13
H -1.8809 0.7015 2.6791 0.02 -0.30 0.08
H -1.6977 -0.6014 3.8761 -0.10 0.14 -0.22
C 1.2155 0.1952 3.1963 0.22 0.22 0.24
H 1.2215 -0.2678 4.1975 -0.02 0.16 -0.22
H 0.6344 1.1261 3.2671 0.12 -0.28 0.03
H 2.2535 0.4496 2.9471 -0.24 -0.01 0.13
C 2.8439 -1.6325 1.1940 0.53 -0.14 0.10
H 3.2482 -2.3384 1.9373 0.07 0.18 -0.24
H 3.3051 -0.6543 1.3827 0.02 -0.24 -0.10
H 3.1563 -1.9818 0.2027 0.07 0.10 0.17
C 0.7801 -3.3632 -0.4496 0.02 -0.18 -0.30
H 1.0241 -4.3166 0.0508 -0.05 0.25 -0.16
H 1.6586 -3.0719 -1.0435 -0.18 -0.14 0.16
H -0.0583 -3.5572 -1.1320 0.21 -0.03 0.15
C -1.4710 1.7396 -5.9267 -1.15 -0.95 -0.40
C -1.7394 0.4181 -5.8862 -0.78 1.36 -0.88
C -1.1089 -0.6061 -6.7737 0.19 -0.41 -0.43
C 0.3594 -0.3398 -7.1926 -0.58 -0.54 -0.48
C 1.2603 0.1488 -6.1068 1.13 0.74 -0.26
C 1.5638 1.4370 -5.8419 0.64 -1.03 -1.08
C 0.8814 2.6325 -6.4359 -0.17 0.26 -0.32
C -0.5824 2.4209 -6.9133 0.55 0.65 -0.31
H -1.7146 -0.7011 -7.6943 0.14 -0.07 0.32
H 0.3909 0.3142 -8.0759 0.09 -0.25 0.42
H -1.1562 -1.5967 -6.2910 -0.05 0.29 -0.10
H -0.5936 1.9240 -7.8936 -0.10 0.16 0.47
H -2.0089 2.4352 -5.2705 0.05 -0.43 -0.24
H -2.6176 0.0568 -5.3385 0.48 0.22 0.12
H -1.0010 3.4283 -7.0841 0.15 -0.37 -0.02
H 0.8927 3.4664 -5.7111 0.08 -0.28 -0.15
H 2.4927 1.6764 -5.3031 -0.62 -0.30 0.21
H 1.4775 2.9856 -7.2979 -0.17 -0.02 0.31
H 0.7671 -1.3102 -7.5249 -0.14 0.39 0.01
H 1.8231 -0.6658 -5.6339 -0.07 0.49 -0.10
P -1.6662 0.6532 -2.7412 1.12 -0.14 1.28
C -3.2694 1.4134 -3.0316 -0.50 0.35 -0.71
C -1.6239 -1.1238 -3.1416 -0.15 -0.31 -0.55
P 1.4056 1.3571 -2.4977 -1.34 -0.33 0.87
C -0.1719 1.4378 -3.5276 0.44 -0.34 -0.10
C 2.3257 -0.1276 -2.9718 0.58 0.02 -0.56
C 2.3754 2.8494 -2.7630 0.36 0.44 -0.52
H -3.3527 2.3528 -2.4642 0.14 -0.35 -0.16
H -4.0529 0.7273 -2.6731 0.34 0.17 -0.06
H -3.4414 1.6219 -4.0944 -0.20 -0.04 0.28
H -1.2614 -1.3109 -4.1644 -0.20 -0.02 0.43
H -2.6462 -1.5180 -3.0424 0.26 0.03 -0.09
H -0.9838 -1.6647 -2.4244 -0.22 0.41 -0.20
H 2.3422 3.1549 -3.8192 0.19 0.07 0.38
H 3.4160 2.6381 -2.4722 -0.30 0.12 -0.11
H 1.9965 3.6690 -2.1316 0.12 -0.41 -0.25
H -0.3553 2.4734 -3.8498 0.08 -0.43 0.09
H 0.0423 0.8071 -4.3847 -0.13 0.59 0.11
H 3.2612 -0.1385 -2.3904 -0.32 -0.04 -0.10
H 2.5745 -0.1171 -4.0397 0.12 -0.10 0.49
H 1.7612 -1.0430 -2.7399 0.04 0.43 0.03
C -2.2963 3.1514 1.5011 -0.26 0.22 -0.03
Si -0.7098 3.1846 0.5095 0.14 -0.71 -0.19
C -0.8552 4.4294 -0.8936 -0.10 0.31 0.05
C 0.7419 3.6109 1.6102 0.15 0.27 0.00
H -2.1009 2.8887 2.5496 -0.12 0.07 -0.27
H -2.7514 4.1542 1.4709 0.02 -0.28 0.13
H -3.0142 2.4323 1.0825 0.09 0.22 0.18
H -1.1360 5.4019 -0.4561 0.09 -0.15 -0.28
H 0.0930 4.5540 -1.4359 -0.27 0.01 0.12
H -1.6361 4.1394 -1.6121 0.18 0.12 0.15
H 0.8325 4.7067 1.6654 0.08 -0.25 0.11
H 0.5953 3.2212 2.6264 0.10 0.13 -0.27
H 1.6806 3.2044 1.2093 -0.16 0.15 0.16
```
Forces are in eV/Å.

Values from the calculation:
- Gap between HOMO and LUMO (spin up / spin down): 6.621 / 4.944 eV
- Total charge: +1
- Energy: -59393.00104 eV
- LUMO (spin up / spin down): -2.865 / -3.483 eV
- HOMO energy (spin up / spin down): -9.49 / -8.43 eV
- Spin multiplicity: 1

=====

# C6H9N

A structure of composition C6H9N (ωB97M-V with the def2-TZVPD basis set, OMol25).

```
16
Properties=species:S:1:pos:R:3:forces:R:3
C -2.5697 -0.4544 -0.5664 0.31 -0.04 0.08
C -0.7174 -0.0539 -0.0890 6.65 0.87 2.29
C 0.7559 -0.1052 0.2741 -6.86 -1.41 -0.07
C -1.7090 0.7998 -0.8560 -1.80 0.24 -2.80
C 1.3504 -1.1695 1.1956 -1.87 0.87 0.49
C 1.7054 0.8772 -0.1478 0.99 1.07 -1.92
N -1.6840 -0.9996 0.2268 -1.24 -1.56 -0.58
H -3.5447 -0.9034 -0.9698 1.43 0.86 1.02
H -1.6369 1.0381 -1.9546 0.75 -0.69 0.72
H -2.2106 1.7402 -0.5687 0.72 -0.36 1.09
H 2.3658 -1.3672 0.9188 0.48 -0.43 -0.27
H 1.3650 -0.7904 2.2534 0.02 -0.14 -0.86
H 0.6987 -2.0349 1.1976 0.23 -0.41 0.02
H 2.6453 0.7622 0.3959 -0.09 0.36 -0.17
H 1.8937 0.8022 -1.2432 0.28 -0.18 0.56
H 1.2921 1.8586 -0.0667 0.00 0.97 0.38
```
Forces are in eV/Å.

Values from the calculation:
- Gap between HOMO and LUMO: 8.459 eV
- Total charge: 0
- Energy: -7854.52718 eV
- Energy relative to the best compared isomer or geometry (same formula, charge and spin): 83.8 kcal per mole
- LUMO: 0.745 eV
- HOMO energy: -7.71 eV
- Spin multiplicity: 1

=====

# C2H8NO

A cluster of 2 separate species, C2H8NO in total (ωB97M-V with the def2-TZVPD basis set, OMol25).

```
12
Properties=species:S:1:pos:R:3:forces:R:3
C 1.2160 0.6955 2.2018 -0.32 0.70 0.60
H 0.3242 1.2084 2.6038 0.27 -0.22 -0.26
H 1.2045 -0.3201 2.5831 0.18 -0.14 0.08
H 2.0908 1.2558 2.5559 0.03 -0.26 -0.07
H 1.1261 0.6654 1.1220 -0.08 -0.04 -0.16
N -1.0647 -0.2408 -2.4538 -0.11 0.77 -0.57
C -0.9353 -0.7579 -1.0407 -0.06 0.15 0.30
O -0.3392 0.1053 -0.2188 -0.14 -0.42 -0.23
H -0.8742 0.7832 -2.4280 -0.23 -1.03 0.37
H -0.3279 -0.6095 -3.0394 0.25 -0.14 0.05
H -2.0060 -1.0045 -0.7462 0.49 0.07 -0.05
H -0.4145 -1.7807 -1.1397 -0.30 0.58 -0.06
```
Forces are in eV/Å.

Values from the calculation:
- Gap between HOMO and LUMO: 6.921 eV
- Total charge: -1
- Energy: -5740.80366 eV
- Energy relative to the best compared isomer or geometry (same formula, charge and spin): 8.5 kcal per mole
- LUMO: 4.526 eV
- HOMO energy: -2.40 eV
- Spin multiplicity: 1

=====

# C5H2Cl2F18N2O8PS4V

A structure of composition C5H2Cl2F18N2O8PS4V (ωB97M-V with the def2-TZVPD basis set, OMol25).

```
43
Properties=species:S:1:pos:R:3:forces:R:3
V 0.3186 -0.1461 0.3559 0.01 0.69 1.33
P 1.1404 1.9073 2.6162 -0.99 3.15 2.49
F 2.1610 2.6794 1.5319 -0.59 -1.32 1.71
F 1.5893 0.4060 2.0766 0.49 -0.19 -0.23
F 2.2186 1.9629 3.8396 -0.49 -0.36 -1.81
F 0.0487 1.2022 3.6086 1.31 -0.62 -0.72
F 0.4214 3.3112 3.0634 1.50 -0.20 -0.34
F 0.0686 1.8924 1.4106 -0.89 -0.89 -1.93
C 4.4597 -0.0910 -0.0571 0.72 0.21 -0.66
F 4.1820 -0.1771 1.2427 -0.32 0.07 -1.14
F 4.7605 1.1674 -0.3945 -0.34 -0.96 0.45
F 5.5535 -0.8653 -0.2900 -1.09 0.44 -0.04
S 3.0132 -0.7784 -1.2404 -0.49 -2.40 1.83
O 3.5203 -1.0808 -2.5608 -0.04 1.25 1.46
O 2.5011 -1.9402 -0.5216 0.21 1.27 0.08
N 1.6849 0.3908 -1.0900 3.74 -1.91 -0.67
S 1.9241 1.1644 -2.4416 0.01 4.36 -3.56
O 3.1561 1.9973 -2.4591 -2.63 -1.86 0.33
O 1.6209 0.4249 -3.6597 -0.02 0.35 1.16
C 0.4127 2.3479 -2.3408 1.57 0.38 -0.45
F 0.5078 3.0827 -1.2462 -0.02 0.38 -0.15
F 0.4052 3.1668 -3.4560 -0.31 -1.38 1.64
F -0.7020 1.6303 -2.2381 -0.18 0.21 -0.58
C -2.4452 -3.1521 1.2370 1.06 1.34 0.74
F -1.7841 -3.7682 0.2532 -0.50 0.20 0.47
F -3.4713 -2.4674 0.7687 0.07 -0.82 -0.40
F -2.8069 -3.9908 2.1786 -0.39 -0.62 -0.27
S -1.2714 -1.9022 2.1478 0.02 0.99 0.78
O -1.5339 -1.9665 3.5830 0.38 0.08 -2.91
O 0.0887 -2.1216 1.6964 0.26 -0.42 -0.54
N -1.5651 -0.4139 1.2555 0.76 -4.30 0.84
S -2.7889 0.2410 1.9312 -3.22 5.11 3.28
O -3.7135 -0.6337 2.6394 0.78 0.09 -1.59
O -2.3450 1.3854 2.7160 -1.06 -1.04 -1.50
C -3.7991 1.0519 0.4605 0.63 0.17 1.82
F -4.8937 1.6656 0.9857 1.23 -0.34 -0.55
F -2.9824 1.9825 -0.1157 -1.20 -1.17 0.09
F -4.2369 0.1306 -0.3857 0.39 0.37 -0.47
C -0.9722 -2.0377 -3.4957 -0.28 0.39 -0.61
Cl -0.6984 -1.3782 -1.8534 -0.36 -0.77 -0.35
Cl -2.5934 -1.5430 -4.0608 0.34 -0.32 0.13
H -0.2643 -1.6124 -4.2071 0.11 0.13 0.49
H -0.8896 -3.1245 -3.4840 -0.17 0.25 0.33
```
Forces are in eV/Å.

Values from the calculation:
- Gap between HOMO and LUMO (spin up / spin down): 8.812 / 10.057 eV
- Total charge: -1
- Energy: -176859.77597 eV
- LUMO (spin up / spin down): 1.609 / 1.877 eV
- ⟨S²⟩: 3.75
- HOMO energy (spin up / spin down): -7.20 / -8.18 eV
- Spin multiplicity: 4

=====

> Which of these has the highest spin multiplicity?

C5H2Cl2F18N2O8PS4V

=====

> Among the records above, which one has the highest total charge?

C26H50InP2Si

=====

> The highest energy belongs to which entry?

C2H8NO